[1]
Below is C53H48N4O5RuTe as an isolated structure at a distorted geometry, with properties calculated with wB97M-V/def2-TZVPD.

```
! wB97M-V def2-TZVPD RIJCOSX def2/J DEFGRID3
* xyz -1 6
Ru -14.47 -7.54 -18.77
C -17.13 -10.41 -16.99
C -16.00 -9.50 -17.31
N -15.92 -8.85 -18.48
N -16.86 -9.11 -19.47
C -16.65 -8.39 -20.49
O -15.66 -7.52 -20.64
C -17.64 -8.56 -21.61
C -18.92 -9.00 -21.29
C -19.91 -9.04 -22.27
C -19.61 -8.65 -23.57
C -18.31 -8.28 -23.91
C -17.33 -8.24 -22.92
C -14.95 -9.23 -16.41
C -14.89 -9.74 -15.09
C -13.83 -9.42 -14.30
C -12.80 -8.59 -14.79
C -12.91 -8.12 -16.09
N -13.93 -8.42 -16.89
H -17.79 -10.50 -17.84
H -17.72 -10.05 -16.14
H -16.78 -11.41 -16.72
H -19.14 -9.23 -20.27
H -20.91 -9.36 -22.02
H -20.37 -8.67 -24.34
H -18.07 -7.98 -24.91
H -16.32 -7.91 -23.16
H -15.68 -10.39 -14.73
H -13.78 -9.81 -13.28
H -11.94 -8.33 -14.21
H -12.17 -7.46 -16.53
C -14.27 -0.94 -19.27
C -14.69 -2.12 -20.13
C -15.27 -1.66 -21.44
O -13.58 -2.97 -20.37
C -13.52 -4.00 -19.36
C -14.89 -3.78 -18.58
O -15.63 -2.94 -19.48
C -15.81 -4.81 -17.83
O -15.05 -5.89 -17.39
C -17.13 -5.31 -18.46
C -17.95 -4.59 -19.33
C -19.18 -5.10 -19.69
C -19.64 -6.31 -19.18
C -18.86 -6.99 -18.26
C -17.62 -6.48 -17.89
C -16.35 -4.03 -16.61
C -17.10 -2.87 -16.77
C -17.60 -2.19 -15.67
C -17.35 -2.67 -14.39
C -16.61 -3.83 -14.22
C -16.12 -4.51 -15.33
C -12.83 -5.26 -19.96
O -12.95 -6.33 -19.05
C -11.34 -4.86 -20.03
C -10.89 -3.85 -20.89
C -9.56 -3.47 -20.89
C -8.64 -4.09 -20.04
C -9.08 -5.11 -19.21
C -10.42 -5.48 -19.20
C -13.08 -5.76 -21.39
C -13.44 -4.98 -22.48
C -13.40 -5.49 -23.77
C -13.00 -6.79 -24.00
C -12.63 -7.59 -22.91
C -12.67 -7.07 -21.63
H -13.64 -0.27 -19.86
H -13.69 -1.23 -18.41
H -15.14 -0.38 -18.94
H -14.54 -1.08 -21.98
H -16.15 -1.03 -21.27
H -15.58 -2.50 -22.05
H -12.76 -3.68 -18.62
H -14.55 -3.15 -17.74
H -17.63 -3.63 -19.70
H -19.80 -4.53 -20.37
H -20.60 -6.69 -19.48
H -19.19 -7.93 -17.85
H -17.00 -6.99 -17.17
H -17.29 -2.50 -17.76
H -18.17 -1.28 -15.81
H -17.74 -2.14 -13.53
H -16.41 -4.21 -13.22
H -15.56 -5.43 -15.23
H -11.58 -3.37 -21.56
H -9.25 -2.68 -21.56
H -7.60 -3.79 -20.05
H -8.38 -5.62 -18.55
H -10.78 -6.26 -18.54
H -13.75 -3.95 -22.32
H -13.69 -4.84 -24.59
H -12.95 -7.18 -25.01
H -12.28 -8.59 -23.10
H -12.33 -7.68 -20.80
C -14.37 -10.63 -21.83
C -13.83 -10.08 -20.60
N -13.45 -9.61 -19.62
H -14.21 -9.90 -22.62
H -15.44 -10.77 -21.72
H -13.88 -11.59 -22.08
Te -16.60 -5.29 -21.82
C -17.37 -3.90 -23.25
C -16.97 -4.02 -24.59
C -17.36 -3.08 -25.54
C -18.17 -2.01 -25.19
C -18.61 -1.91 -23.88
C -18.23 -2.85 -22.92
H -16.34 -4.84 -24.91
H -17.01 -3.20 -26.56
H -18.44 -1.25 -25.91
H -19.25 -1.08 -23.61
H -18.57 -2.72 -21.90
*
```

Summary:
Relative energy (zero: lowest compared OMol25 entry of this formula, charge and spin) (kcal/mol): 23.4
Orbital gap (spin up / spin down) (eV): 5.28 / 5.95



[2]
Below is C53H49BClN9O2Zr as an isolated structure, with properties calculated with wB97M-V/def2-TZVPD.

```
! wB97M-V def2-TZVPD RIJCOSX def2/J DEFGRID3
* xyz 0 1
Zr 0.30 -0.16 0.75
C -2.92 3.70 2.96
C -1.65 3.23 2.33
C -0.39 3.72 2.55
C 0.46 2.95 1.76
N -0.26 2.06 1.06
N -1.57 2.24 1.42
B -2.80 1.50 0.82
N -3.01 1.50 -0.69
N -2.67 0.41 -1.42
C -3.21 0.58 -2.62
C -3.90 1.80 -2.68
C -3.75 2.36 -1.43
C -4.28 3.64 -0.88
C -3.11 -0.52 -3.60
C -3.41 -1.82 -3.20
C -3.33 -2.87 -4.10
C -2.95 -2.63 -5.41
C -2.65 -1.34 -5.82
C -2.73 -0.28 -4.92
N -2.86 0.00 1.23
N -1.87 -0.92 1.02
C -2.44 -2.13 1.15
C -3.80 -1.99 1.37
C -4.03 -0.63 1.41
C -5.33 0.08 1.58
C -1.75 -3.43 1.19
C -2.19 -4.45 0.35
C -1.66 -5.72 0.47
C -0.68 -5.98 1.43
C -0.25 -4.97 2.27
C -0.79 -3.69 2.16
C 1.93 3.03 1.72
C 2.54 4.26 1.97
C 3.91 4.37 2.04
C 4.71 3.25 1.88
C 4.13 2.03 1.61
C 2.75 1.93 1.52
H -2.68 4.47 3.69
H -3.61 4.12 2.22
H -3.43 2.89 3.47
H -0.11 4.50 3.24
H -3.74 2.03 1.33
H -4.45 2.21 -3.52
H -4.68 4.25 -1.68
H -5.07 3.47 -0.15
H -3.49 4.21 -0.38
H -3.70 -1.98 -2.17
H -3.57 -3.87 -3.77
H -2.89 -3.45 -6.12
H -2.34 -1.15 -6.84
H -2.47 0.72 -5.23
H -4.51 -2.78 1.54
H -6.12 -0.66 1.73
H -5.32 0.75 2.43
H -5.57 0.66 0.69
H -2.95 -4.24 -0.39
H -2.00 -6.52 -0.18
H -0.26 -6.97 1.52
H 0.51 -5.16 3.01
H -0.49 -2.90 2.83
H 1.92 5.14 2.10
H 4.37 5.34 2.23
H 5.79 3.33 1.95
H 4.73 1.14 1.47
H 2.38 0.94 1.25
C 4.37 -2.03 -0.32
C 4.35 -1.63 1.13
C 5.56 -1.38 1.75
C 5.64 -1.18 3.12
C 4.50 -1.32 3.88
C 3.26 -1.59 3.30
C 2.13 -1.97 4.21
C 3.17 -1.63 1.91
N 1.90 -1.74 1.22
C 1.73 -2.98 0.66
O 2.34 -3.99 0.95
C 0.81 -2.95 -0.53
C 0.60 -3.98 -1.43
C 0.00 -3.66 -2.65
C -0.25 -2.34 -3.00
C 0.03 -1.37 -2.05
N 0.43 -1.72 -0.84
C 0.23 0.10 -2.33
O 0.14 0.52 -3.47
N 0.66 0.79 -1.23
C 1.33 2.04 -1.51
C 2.73 2.00 -1.60
C 3.46 0.69 -1.54
C 3.45 3.17 -1.77
C 2.79 4.39 -1.88
C 1.41 4.41 -1.87
C 0.67 3.25 -1.70
C -0.82 3.33 -1.78
H 5.19 -1.54 -0.85
H 3.45 -1.82 -0.86
H 4.53 -3.11 -0.38
H 6.46 -1.36 1.14
H 6.59 -0.96 3.59
H 4.56 -1.25 4.96
H 2.49 -2.74 4.89
H 1.28 -2.36 3.65
H 1.78 -1.13 4.81
H 0.93 -4.98 -1.19
H -0.21 -4.44 -3.37
H -0.59 -2.04 -3.98
H 3.18 0.04 -2.38
H 3.23 0.14 -0.63
H 4.54 0.84 -1.57
H 4.53 3.13 -1.82
H 3.36 5.31 -1.99
H 0.89 5.35 -2.00
H -1.26 3.50 -0.79
H -1.24 2.42 -2.19
H -1.12 4.16 -2.42
Cl 0.09 -0.01 3.19
*
```

Summary:
Relative energy (zero: lowest compared OMol25 entry of this formula, charge and spin) (kcal/mol): 0.0
Orbital gap (eV): 7.68



> Which formula does entry 1 have?

C53H48N4O5RuTe



What did the second record say?
Below is C53H49BClN9O2Zr as an isolated structure, with properties calculated with wB97M-V/def2-TZVPD.

```
! wB97M-V def2-TZVPD RIJCOSX def2/J DEFGRID3
* xyz 0 1
Zr 0.30 -0.16 0.75
C -2.92 3.70 2.96
C -1.65 3.23 2.33
C -0.39 3.72 2.55
C 0.46 2.95 1.76
N -0.26 2.06 1.06
N -1.57 2.24 1.42
B -2.80 1.50 0.82
N -3.01 1.50 -0.69
N -2.67 0.41 -1.42
C -3.21 0.58 -2.62
C -3.90 1.80 -2.68
C -3.75 2.36 -1.43
C -4.28 3.64 -0.88
C -3.11 -0.52 -3.60
C -3.41 -1.82 -3.20
C -3.33 -2.87 -4.10
C -2.95 -2.63 -5.41
C -2.65 -1.34 -5.82
C -2.73 -0.28 -4.92
N -2.86 0.00 1.23
N -1.87 -0.92 1.02
C -2.44 -2.13 1.15
C -3.80 -1.99 1.37
C -4.03 -0.63 1.41
C -5.33 0.08 1.58
C -1.75 -3.43 1.19
C -2.19 -4.45 0.35
C -1.66 -5.72 0.47
C -0.68 -5.98 1.43
C -0.25 -4.97 2.27
C -0.79 -3.69 2.16
C 1.93 3.03 1.72
C 2.54 4.26 1.97
C 3.91 4.37 2.04
C 4.71 3.25 1.88
C 4.13 2.03 1.61
C 2.75 1.93 1.52
H -2.68 4.47 3.69
H -3.61 4.12 2.22
H -3.43 2.89 3.47
H -0.11 4.50 3.24
H -3.74 2.03 1.33
H -4.45 2.21 -3.52
H -4.68 4.25 -1.68
H -5.07 3.47 -0.15
H -3.49 4.21 -0.38
H -3.70 -1.98 -2.17
H -3.57 -3.87 -3.77
H -2.89 -3.45 -6.12
H -2.34 -1.15 -6.84
H -2.47 0.72 -5.23
H -4.51 -2.78 1.54
H -6.12 -0.66 1.73
H -5.32 0.75 2.43
H -5.57 0.66 0.69
H -2.95 -4.24 -0.39
H -2.00 -6.52 -0.18
H -0.26 -6.97 1.52
H 0.51 -5.16 3.01
H -0.49 -2.90 2.83
H 1.92 5.14 2.10
H 4.37 5.34 2.23
H 5.79 3.33 1.95
H 4.73 1.14 1.47
H 2.38 0.94 1.25
C 4.37 -2.03 -0.32
C 4.35 -1.63 1.13
C 5.56 -1.38 1.75
C 5.64 -1.18 3.12
C 4.50 -1.32 3.88
C 3.26 -1.59 3.30
C 2.13 -1.97 4.21
C 3.17 -1.63 1.91
N 1.90 -1.74 1.22
C 1.73 -2.98 0.66
O 2.34 -3.99 0.95
C 0.81 -2.95 -0.53
C 0.60 -3.98 -1.43
C 0.00 -3.66 -2.65
C -0.25 -2.34 -3.00
C 0.03 -1.37 -2.05
N 0.43 -1.72 -0.84
C 0.23 0.10 -2.33
O 0.14 0.52 -3.47
N 0.66 0.79 -1.23
C 1.33 2.04 -1.51
C 2.73 2.00 -1.60
C 3.46 0.69 -1.54
C 3.45 3.17 -1.77
C 2.79 4.39 -1.88
C 1.41 4.41 -1.87
C 0.67 3.25 -1.70
C -0.82 3.33 -1.78
H 5.19 -1.54 -0.85
H 3.45 -1.82 -0.86
H 4.53 -3.11 -0.38
H 6.46 -1.36 1.14
H 6.59 -0.96 3.59
H 4.56 -1.25 4.96
H 2.49 -2.74 4.89
H 1.28 -2.36 3.65
H 1.78 -1.13 4.81
H 0.93 -4.98 -1.19
H -0.21 -4.44 -3.37
H -0.59 -2.04 -3.98
H 3.18 0.04 -2.38
H 3.23 0.14 -0.63
H 4.54 0.84 -1.57
H 4.53 3.13 -1.82
H 3.36 5.31 -1.99
H 0.89 5.35 -2.00
H -1.26 3.50 -0.79
H -1.24 2.42 -2.19
H -1.12 4.16 -2.42
Cl 0.09 -0.01 3.19
*
```

Summary:
Relative energy (zero: lowest compared OMol25 entry of this formula, charge and spin) (kcal/mol): 0.0
Orbital gap (eV): 7.68